20
Properties=species:S:1:pos:R:3 method="wB97M-V/def2-TZVPD" multiplicity=1 e_homo_ev=-8.70 gap_ev=9.4 e_above_lowest_ev=3.323 total_charge=0 total_energy_ev=-10508.9839
H 1.290 -0.468 -1.994
H -0.503 1.988 0.798
O 1.953 -0.504 0.518
H 0.794 -1.548 2.534
H -0.529 -1.993 0.438
C 0.800 1.561 -0.570
H 1.621 1.835 0.098
C 0.805 -0.343 0.076
H -1.576 0.507 -1.455
H -1.333 -0.446 0.624
H -0.928 -1.552 2.847
C -0.877 -0.158 -1.958
O -0.396 2.164 -0.144
C -0.409 -0.986 0.838
H -0.045 -0.008 2.742
C 0.488 -0.103 -1.349
H -0.825 0.155 -3.001
C -0.133 -1.014 2.333
H 1.091 2.083 -1.482
H -1.289 -1.169 -1.892

***

10
Properties=species:S:1:pos:R:3 method="wB97M-V/def2-TZVPD" multiplicity=4 e_homo_ev="-6.70 / -6.60" gap_ev="5.9 / 5.7" e_above_lowest_ev=0.000 total_charge=0 total_energy_ev=-48956.6047
Co -0.379 0.313 0.794
O -1.129 -1.132 -0.274
O 0.867 0.648 2.203
H 2.492 1.824 -0.089
C -1.302 -1.637 -1.319
C 1.515 2.016 0.410
H 1.456 3.125 0.497
O -1.523 -2.221 -2.283
O 0.446 1.491 -0.307
C 1.721 1.532 1.848

***

21
Properties=species:S:1:pos:R:3 method="wB97M-V/def2-TZVPD" multiplicity=1 e_homo_ev=-12.90 gap_ev=9.6 e_above_lowest_ev=2.029 total_charge=+1 total_energy_ev=-12655.0137
H -3.701 -0.457 -0.775
B -1.957 0.184 0.201
C 1.864 -0.755 0.840
O -2.194 1.196 1.072
H -3.036 1.205 1.520
H -1.364 -1.018 -1.775
C 0.557 1.482 -0.604
C 0.405 -0.806 0.952
H 2.434 2.281 -0.396
C -0.438 -0.178 -0.106
H -0.063 -1.874 -1.054
H -0.099 -1.696 1.273
H 0.494 -0.449 -1.845
H -0.177 2.323 -0.656
C 2.514 0.214 0.236
O -2.708 -0.565 -0.583
C 1.846 1.343 -0.380
H 3.561 0.185 0.386
H 0.101 -0.104 1.748
H 2.331 -1.538 1.382
N -0.371 -0.972 -1.435

***

12
Properties=species:S:1:pos:R:3 method="wB97M-V/def2-TZVPD" multiplicity=1 e_homo_ev=-9.48 gap_ev=10.7 e_above_lowest_ev=5.346 total_charge=0 total_energy_ev=-6757.4041
H 1.881 -0.871 0.967
H 2.203 -0.815 -1.001
H 2.536 0.594 0.047
N 0.539 0.136 -0.550
C -1.900 -0.062 -0.261
C -0.574 0.230 0.303
C 1.856 -0.289 -0.050
O 0.156 1.364 0.079
H -1.778 -0.981 -0.673
H -2.632 0.051 0.446
H -0.327 -0.191 1.692
H -1.959 0.833 -0.999

***

Copy entry 3 word for word.
21
Properties=species:S:1:pos:R:3 method="wB97M-V/def2-TZVPD" multiplicity=1 e_homo_ev=-12.90 gap_ev=9.6 e_above_lowest_ev=2.029 total_charge=+1 total_energy_ev=-12655.0137
H -3.701 -0.457 -0.775
B -1.957 0.184 0.201
C 1.864 -0.755 0.840
O -2.194 1.196 1.072
H -3.036 1.205 1.520
H -1.364 -1.018 -1.775
C 0.557 1.482 -0.604
C 0.405 -0.806 0.952
H 2.434 2.281 -0.396
C -0.438 -0.178 -0.106
H -0.063 -1.874 -1.054
H -0.099 -1.696 1.273
H 0.494 -0.449 -1.845
H -0.177 2.323 -0.656
C 2.514 0.214 0.236
O -2.708 -0.565 -0.583
C 1.846 1.343 -0.380
H 3.561 0.185 0.386
H 0.101 -0.104 1.748
H 2.331 -1.538 1.382
N -0.371 -0.972 -1.435